Record 1
{
  "formula": "C10H15N3O3S2",
  "method": "the ωB97M-V functional and the def2-TZVPD basis",
  "largest_force_ev_per_a": 1.6,
  "smiles": "CCOC(=O)CCSCC(=O)Nc1nnc(C)s1",
  "de_lowest_ev": 0.187,
  "gap_ev": 9.117,
  "elements": ["C", "C", "H", "H", "O", "C", "O", "C", "C", "H", "H", "S", "C", "C", "O", "N", "C", "N", "N", "C", "C", "H", "H", "H", "S", "H", "H", "H", "H", "H", "H", "H", "H"],
  "xyz": [[-4.2901, -2.1455, -0.2991], [-3.8067, -1.0847, 0.6788], [-4.6219, -0.7270, 1.3099], [-2.9990, -1.4744, 1.3055], [-3.3315, 0.0837, 0.0044], [-2.1043, 0.0462, -0.4878], [-1.3821, -0.9211, -0.4731], [-1.7358, 1.3846, -1.1062], [-0.2525, 1.4635, -1.4487], [-0.0950, 1.7888, -2.4762], [0.2139, 0.4848, -1.3242], [0.6971, 2.7035, -0.5038], [0.4961, 2.2589, 1.2719], [-0.0047, 0.8673, 1.4919], [-1.1024, 0.6276, 1.9427], [0.8211, -0.1759, 1.1418], [2.1136, -0.1490, 0.7123], [2.9257, 0.8481, 0.7736], [4.1350, 0.5818, 0.3034], [4.2993, -0.6100, -0.1290], [5.5539, -1.1427, -0.6968], [5.3963, -1.4670, -1.7245], [6.3103, -0.3632, -0.6748], [5.8968, -2.0003, -0.1196], [2.8415, -1.6009, 0.0174], [0.3534, -1.0768, 1.1219], [1.4907, 2.3872, 1.6973], [-0.2127, 2.9601, 1.7128], [-2.3475, 1.5002, -2.0036], [-2.0351, 2.1705, -0.4119], [-4.6966, -2.9885, 0.2521], [-3.4630, -2.4924, -0.9136], [-5.0639, -1.7374, -0.9451]]
}



Record 2
{
  "formula": "C10H15N3OPPd",
  "method": "the ωB97M-V functional and the def2-TZVPD basis",
  "charge": 1,
  "s2": 6.03,
  "largest_force_ev_per_a": 3.9,
  "multiplicity": 5,
  "de_lowest_ev": 1.534,
  "gap_ev": [3.987, 3.273],
  "elements": ["C", "C", "C", "C", "C", "Pd", "P", "H", "H", "H", "H", "H", "H", "H", "H", "C", "N", "C", "C", "C", "N", "C", "O", "N", "H", "H", "H", "H", "H", "H", "H"],
  "xyz": [[0.1438, -0.6848, -2.6978], [-0.7073, -1.5393, -3.4895], [-0.2340, -2.8688, -3.3597], [0.9201, -2.8540, -2.5178], [1.1673, -1.5130, -2.1139], [0.5486, 1.8713, -0.9118], [-0.7163, 3.6798, -1.3539], [0.0883, 0.4238, -2.5765], [-1.5529, -1.1977, -4.0798], [-0.6797, -3.7449, -3.8266], [1.9946, -1.1862, -1.4893], [1.5110, -3.7314, -2.2589], [-1.9000, 3.9021, -0.5891], [-1.2260, 3.9238, -2.6625], [-0.0644, 4.9278, -1.1204], [1.6911, 1.0386, 3.8310], [0.7593, 0.4774, 2.8662], [-0.1609, -0.4643, 3.2324], [-1.0301, -0.9666, 2.3161], [-0.9817, -0.4626, 0.9853], [-0.1737, 0.5660, 0.7117], [0.7507, 1.0043, 1.5794], [1.5758, 1.8862, 1.2204], [-1.7815, -0.9554, 0.0135], [2.4941, 1.5331, 3.2815], [2.0988, 0.2420, 4.4614], [1.1868, 1.7820, 4.4627], [-0.1100, -0.7706, 4.2821], [-1.7415, -1.7501, 2.5580], [-2.2821, -1.8120, 0.2101], [-1.5882, -0.7565, -0.9641]]
}



Record 3
{
  "formula": "C10H15N3Si",
  "method": "the ωB97M-V functional and the def2-TZVPD basis",
  "s2": 2.01,
  "largest_force_ev_per_a": 4.6,
  "multiplicity": 3,
  "gap_ev": [6.535, 8.824],
  "elements": ["C", "C", "C", "C", "C", "C", "C", "C", "C", "C", "N", "N", "N", "Si", "H", "H", "H", "H", "H", "H", "H", "H", "H", "H", "H", "H", "H", "H", "H"],
  "xyz": [[-4.8041, 1.2253, 0.2490], [1.4550, 3.3715, 0.1697], [2.1792, 2.7246, 1.1379], [1.1622, 2.6012, -0.9893], [2.3311, 1.3416, 1.1260], [1.3766, 1.2155, -1.0301], [1.8339, 0.5638, 0.1106], [-3.9036, 0.2871, -0.4197], [-2.7339, -0.3650, 0.3940], [-2.1188, -1.5144, -0.2227], [-5.6058, 1.9655, 0.6492], [1.9559, -2.0623, 1.7421], [2.4415, -2.2773, -0.8954], [1.6975, -1.3132, 0.2606], [1.2468, 4.3970, 0.3037], [2.3633, 3.1371, 2.1210], [0.7316, 3.2123, -1.7539], [2.8411, 0.7553, 1.8293], [1.1524, 0.6296, -1.8891], [-4.5222, -0.6641, -0.6436], [-3.3848, 0.6216, -1.2989], [-3.2926, -0.5437, 1.4095], [-1.9186, 0.2792, 0.7403], [-2.5641, -2.5202, -0.1425], [-1.4349, -1.3133, -0.9943], [2.1353, -3.1190, 1.8910], [1.6336, -1.4347, 2.5083], [3.2462, -2.8801, -0.8321], [1.7495, -2.7196, -1.5773]]
}



Record 4
{
  "formula": "C10H15N4",
  "method": "the ωB97M-V functional and the def2-TZVPD basis",
  "charge": 1,
  "largest_force_ev_per_a": 2.6,
  "de_lowest_ev": 4.763,
  "gap_ev": 8.190,
  "elements": ["C", "C", "C", "C", "C", "C", "C", "C", "C", "C", "N", "N", "N", "N", "H", "H", "H", "H", "H", "H", "H", "H", "H", "H", "H", "H", "H", "H", "H"],
  "xyz": [[1.1068, 1.9117, -3.9360], [2.0838, 1.5936, -3.0031], [-0.1836, 1.4218, -3.7888], [1.7830, 0.7754, -1.9339], [-0.5081, 0.6159, -2.7178], [0.4848, 0.2695, -1.7851], [0.1515, -0.5689, -0.7215], [0.1172, -1.0728, 2.0369], [1.0774, -0.1507, 1.4526], [-1.5617, -2.8133, 1.3847], [-0.4806, -1.4630, -0.2132], [-0.5050, -1.9152, 1.0035], [1.9775, 0.4786, 2.1215], [-2.0719, 0.7558, 2.8831], [1.3479, 2.5433, -4.7765], [3.0844, 1.9822, -3.1142], [-0.9426, 1.6770, -4.5123], [2.5354, 0.5201, -1.2037], [-1.5083, 0.2301, -2.5994], [0.4940, -1.7456, 2.8100], [-0.6885, -0.4168, 2.4744], [-2.4324, -2.2767, 1.7746], [-1.8611, -3.3955, 0.5159], [-1.1957, -3.4943, 2.1524], [2.5852, 1.1482, 1.6687], [2.1260, 0.3608, 3.1247], [-1.8332, 1.6804, 2.5392], [-2.2119, 0.8343, 3.8851], [-2.9700, 0.5140, 2.4781]]
}